Record 1
ORCA calculation (ωB97M-V/def2-TZVPD) on a structure of composition C30H50Cl3N4O4SiSr in a non-equilibrium geometry.

Each line ends with the Mulliken charge.
Positions of all 93 atoms, in Å:
C (-2.53445, -0.09468, -4.22699)  -1.398
C (-2.92760, 0.86611, -3.15808)  0.056
H (-3.20705, -0.02209, -5.08338)  0.439
H (-2.56919, -1.11821, -3.82801)  0.003
H (-1.49646, 0.06411, -4.56325)  0.317
C (-4.09180, 1.52841, -3.08783)  0.155
C (-5.17373, 1.50772, -4.12010)  -1.476
H (-4.26883, 2.18286, -2.22976)  0.364
H (-5.07004, 0.67615, -4.82249)  0.395
H (-5.18723, 2.45001, -4.68929)  0.232
H (-6.15591, 1.41727, -3.64078)  0.314
Sr (0.01395, -1.15859, -0.08521)  1.195
Cl (1.41314, -0.09120, -2.28665)  -0.802
Cl (-0.89506, -3.70358, -0.15115)  -0.769
H (4.86836, -3.04250, 2.96168)  0.312
H (6.18633, -3.37966, 0.86269)  0.321
C (3.95287, -3.40797, 2.47815)  -0.941
C (5.27551, -3.79750, 0.40930)  -0.926
N (4.07897, -3.24462, 1.03471)  0.158
H (3.07709, -2.84603, 2.81228)  0.222
C (3.18472, -2.50813, 0.36408)  0.252
O (2.21343, -1.93601, 0.90510)  -0.770
H (5.26531, -3.56673, -0.65841)  0.306
H (3.35440, -2.43951, -0.72599)  0.299
H (3.83871, -4.47415, 2.71280)  0.313
H (5.32948, -4.88585, 0.54138)  0.312
H (-3.55120, -1.92410, -1.62729)  0.245
H (-5.07671, 0.43480, -0.50305)  0.181
C (-4.01071, -2.39059, -0.74246)  -0.967
C (-5.39625, -0.47834, 0.03070)  -0.854
N (-4.28424, -1.38797, 0.27557)  0.371
H (-3.33272, -3.15809, -0.34857)  0.172
C (-3.43503, -1.10401, 1.28505)  -0.232
O (-2.26520, -1.50662, 1.40221)  -0.474
H (-5.83765, -0.19482, 0.99561)  0.349
H (-3.89934, -0.43560, 2.04743)  0.357
H (-4.98507, -2.80448, -1.02727)  0.367
H (-6.14086, -0.99500, -0.58272)  0.305
O (-2.00030, -0.10823, -1.21035)  0.301
C (-1.91187, 0.94131, -2.01957)  -0.082
C (-2.59899, 2.35278, -0.00444)  0.857
C (-1.94854, 2.26363, -1.23456)  -0.061
H (-2.95823, 1.44234, 0.47601)  0.108
C (-2.77849, 3.60965, 0.57150)  -0.798
H (-0.91848, 0.89464, -2.51182)  0.228
C (-1.41789, 3.38394, -1.85926)  -0.454
H (-3.30869, 3.65561, 1.52444)  0.392
C (-2.32712, 4.75773, -0.09045)  -0.577
C (-1.63699, 4.64774, -1.31149)  -0.730
H (-0.87703, 3.20414, -2.79205)  0.431
H (-2.55166, 5.73811, 0.33680)  0.336
H (-1.28508, 5.53662, -1.83710)  0.374
Si (0.54409, -5.09338, -3.18094)  0.437
Cl (-0.38690, -3.23288, -3.67067)  -0.149
C (0.03206, -6.12320, -1.67309)  -0.764
C (2.34874, -4.59677, -3.03846)  -0.613
C (0.10887, -6.27554, -4.61153)  -1.088
H (-0.19635, -5.50387, -0.77071)  0.106
H (0.87030, -6.78116, -1.39416)  0.307
H (-0.85585, -6.73893, -1.88340)  0.240
H (-0.93065, -6.62293, -4.52473)  0.271
H (0.75136, -7.17089, -4.64450)  0.309
H (0.19555, -5.79175, -5.59492)  0.275
H (2.46786, -3.75358, -2.34909)  -0.073
H (2.72607, -4.26122, -4.01249)  0.328
H (2.97240, -5.42996, -2.68726)  0.327
C (4.03356, 6.12247, 2.22901)  -1.350
C (4.15401, 4.96680, 3.19170)  -0.295
N (3.27117, 3.83393, 2.89890)  0.248
C (3.81103, 2.53733, 3.37041)  -0.646
C (3.45811, 2.16334, 4.80768)  -1.002
C (1.91526, 4.07151, 2.94983)  -0.054
O (1.43403, 5.19341, 3.09321)  -0.685
C (0.99846, 2.87508, 2.85334)  0.644
C (-0.03251, 2.77219, 3.79723)  -0.154
C (-0.82769, 1.63163, 3.78918)  -1.024
C (-0.60032, 0.67654, 2.78451)  -0.652
N (0.33055, 0.80615, 1.83085)  0.419
C (1.12951, 1.89832, 1.85377)  -0.937
H (4.23458, 5.79594, 1.20723)  0.306
H (4.77782, 6.87428, 2.49915)  0.420
H (3.04221, 6.56984, 2.28930)  0.309
H (5.16776, 4.55551, 3.16978)  0.392
H (3.94352, 5.32228, 4.21238)  0.280
H (3.47127, 1.74561, 2.69076)  0.288
H (4.90004, 2.62242, 3.27188)  0.487
H (2.41045, 1.84347, 4.89516)  0.211
H (4.09848, 1.32743, 5.11728)  0.407
H (3.64092, 3.00646, 5.48851)  0.305
H (-0.18283, 3.58694, 4.50764)  0.420
H (-1.62290, 1.45794, 4.51576)  0.466
H (-1.19505, -0.23885, 2.72402)  0.592
H (1.85044, 2.00729, 1.02982)  0.660

Results
Charge   -1
ΔE to the lowest compared entry with this formula, charge and spin   0.0 kcal per mole
Orbital gap   6.190 eV
Spin multiplicity   1
E_LUMO   0.0761 Eh
HOMO   -4.12 eV

---

Record 2
ORCA calculation (ωB97M-V/def2-TZVPD) on a structure of composition C30H50Cl3N4O4SiSr in a non-equilibrium geometry.

Each line ends with the Mulliken charge.
Positions of all 93 atoms, in Å:
C (-2.08242, -1.94578, -4.76393)  -1.390
C (-1.27641, -2.60331, -3.67015)  1.306
H (-2.68044, -2.69475, -5.28463)  0.383
H (-1.42887, -1.45651, -5.49755)  0.176
H (-2.71674, -1.16599, -4.31382)  0.260
C (-1.06125, -3.99031, -3.61786)  -0.671
C (-1.18272, -4.90436, -4.77411)  -1.632
H (-0.72094, -4.42362, -2.68166)  0.300
H (-0.87495, -4.44969, -5.72946)  0.363
H (-2.18042, -5.35604, -4.91323)  0.248
H (-0.49071, -5.73703, -4.59281)  0.388
Sr (1.53642, 1.81310, -0.07408)  1.455
Cl (-1.30903, 1.24190, 0.23876)  -0.803
Cl (3.26894, 3.83233, -0.67001)  -0.802
H (0.70965, 6.95468, 3.05677)  0.307
H (-1.87726, 6.94948, 2.07393)  0.335
C (0.93964, 6.47676, 2.09775)  -0.920
C (-1.38623, 6.47827, 1.21251)  -0.933
N (-0.21196, 5.72455, 1.61686)  0.174
H (1.79803, 5.80875, 2.19557)  0.248
C (-0.15981, 4.38464, 1.49114)  0.252
O (0.88638, 3.71890, 1.60216)  -0.643
H (-2.07636, 5.78253, 0.72712)  0.272
H (-1.12186, 3.88457, 1.27955)  0.370
H (1.15960, 7.28200, 1.38940)  0.314
H (-1.09782, 7.27284, 0.51639)  0.319
H (2.42449, -0.41051, -4.53803)  0.191
H (2.24055, -3.42947, -3.42319)  0.271
C (3.35871, -0.59776, -3.99332)  -1.074
C (3.23178, -2.97716, -3.28592)  -0.968
N (3.13752, -1.56723, -2.92916)  0.488
H (3.73193, 0.33763, -3.56655)  0.306
C (3.06831, -1.21305, -1.62761)  -0.283
O (3.12083, -0.05195, -1.17833)  -0.726
H (3.75466, -3.52898, -2.49300)  0.349
H (2.98142, -2.06672, -0.94545)  0.634
H (4.08014, -1.04442, -4.68028)  0.436
H (3.78847, -3.05390, -4.22101)  0.324
O (-0.18072, -1.67993, -3.25497)  -0.210
C (-1.18168, -1.81854, -2.29698)  -0.787
C (0.32294, -2.96501, -0.55837)  0.790
C (-0.92837, -2.55867, -1.05299)  -0.233
H (1.21742, -2.82662, -1.16737)  0.208
C (0.40173, -3.56973, 0.69072)  -0.643
H (-1.84992, -0.95936, -2.20793)  0.413
C (-2.09468, -2.90193, -0.32738)  -0.541
H (1.37195, -3.88543, 1.08623)  0.406
C (-0.75612, -3.81932, 1.44221)  -0.331
C (-2.01491, -3.52446, 0.90656)  -0.822
H (-3.04957, -2.66316, -0.80165)  0.392
H (-0.68671, -4.29576, 2.42204)  0.292
H (-2.93585, -3.78706, 1.44203)  0.369
Si (-0.15490, 2.44888, -3.71952)  0.212
Cl (0.88837, 0.88187, -2.57719)  0.070
C (1.16653, 3.78620, -3.90363)  -0.791
C (-1.49526, 3.10637, -2.60379)  -0.790
C (-0.74296, 1.75794, -5.34302)  -0.904
H (1.70281, 3.96027, -2.95516)  0.127
H (0.72489, 4.74658, -4.21438)  0.330
H (1.91031, 3.51541, -4.66547)  0.246
H (0.02975, 1.14785, -5.83425)  0.258
H (-0.99587, 2.59412, -6.01463)  0.416
H (-1.65232, 1.15338, -5.19805)  0.204
H (-1.77611, 2.37059, -1.83065)  0.184
H (-2.39405, 3.37954, -3.17435)  0.386
H (-1.15629, 4.00789, -2.06958)  0.202
C (-3.38834, -1.68178, 5.96890)  -1.308
C (-2.28813, -0.69113, 6.26769)  -0.319
N (-1.40720, -0.38828, 5.12383)  0.282
C (-0.81241, 0.97395, 5.17508)  -0.639
C (0.49589, 1.06855, 5.93723)  -1.021
C (-0.72416, -1.45882, 4.58060)  -0.118
O (-1.02904, -2.63253, 4.80510)  -0.670
C (0.46266, -1.20445, 3.68154)  0.512
C (1.60886, -2.00153, 3.84676)  -0.237
C (2.68639, -1.80222, 2.98708)  -1.144
C (2.58523, -0.80632, 2.00226)  -0.466
N (1.49041, -0.05205, 1.84087)  0.515
C (0.41478, -0.30225, 2.62200)  -0.737
H (-3.95988, -1.37272, 5.09242)  0.304
H (-4.06262, -1.71938, 6.82799)  0.429
H (-2.96627, -2.67174, 5.80299)  0.279
H (-2.71463, 0.26730, 6.57745)  0.410
H (-1.67041, -1.08349, 7.09491)  0.268
H (-0.69625, 1.33615, 4.14883)  0.266
H (-1.57585, 1.59702, 5.65232)  0.480
H (1.31363, 0.61207, 5.36994)  0.202
H (0.73094, 2.12445, 6.09791)  0.405
H (0.40778, 0.57541, 6.91219)  0.340
H (1.62385, -2.76569, 4.62463)  0.450
H (3.59205, -2.40461, 3.04492)  0.388
H (3.41903, -0.60378, 1.32056)  0.553
H (-0.50800, 0.21160, 2.34275)  0.495

Results
Charge   -1
ΔE to the lowest compared entry with this formula, charge and spin   61.4 kcal per mole
Orbital gap   3.434 eV
Spin multiplicity   1
E_LUMO   0.0802 Eh
HOMO   -1.25 eV

---

- Which of these has the highest E_LUMO?
  number 2

---

- Among the records above, which one has the lowest E_LUMO?
  number 1